Entry 1:
Here is a structure of composition C24H16I3N3O3ReS3 from OMol25. Energies are from the ωB97M-V functional and the def2-TZVPD basis.

Lowest unoccupied orbital energy (spin up / spin down) = -0.0826 / -0.0686 Eh
Frontier orbital gap (spin up / spin down) = 5.4 / 5.8 eV
Highest occupied orbital energy (spin up / spin down) = -7.65 / -7.67 eV
ΔE to the lowest compared entry with this formula, charge and spin = 86.69 kJ/mol
Multiplicity = 2
Maximum force = 2.17 eV/Å

Last column: Mulliken spin population.
Atoms and positions in Å:
Re1 -1.33 -1.45 0.04  1.000
C1 1.81 -1.42 -3.64  -0.002
C2 1.39 -0.09 -3.10  0.008
N1 2.00 0.98 -3.52  0.004
C3 1.65 2.18 -3.06  -0.001
C4 0.67 2.37 -2.12  0.002
C5 0.37 3.77 -1.61  0.000
O1 -0.98 4.15 -1.76  0.000
C6 -0.03 1.24 -1.62  0.002
C7 -1.07 1.45 -0.66  -0.014
N2 -1.78 0.56 -0.02  -0.029
C8 -2.78 1.04 0.86  -0.003
C9 -3.47 2.23 0.66  -0.001
C10 -4.42 2.65 1.57  -0.005
C11 -4.70 1.89 2.70  -0.001
C12 -4.04 0.69 2.90  -0.001
C13 -3.11 0.24 1.97  0.000
I1 -3.50 -2.24 -1.22  0.009
C14 0.33 -0.05 -2.13  0.040
O2 -0.20 -1.14 -1.76  0.044
H1 2.64 -1.28 -4.33  0.001
H2 0.98 -1.89 -4.16  0.001
H3 2.11 -2.07 -2.82  -0.001
H4 2.21 3.00 -3.48  0.000
H5 1.02 4.48 -2.13  -0.001
H6 0.58 3.83 -0.54  0.000
H7 -1.21 4.12 -2.69  0.000
H8 -1.28 2.49 -0.45  0.009
H9 -3.30 2.82 -0.23  -0.001
H10 -4.97 3.57 1.39  0.000
H11 -5.44 2.22 3.41  0.000
H12 -4.28 0.06 3.74  0.001
I2 0.52 -6.31 0.00  0.003
C15 1.53 -4.49 0.25  0.050
C16 2.92 -4.42 0.30  -0.021
C17 3.57 -3.22 0.49  0.038
I3 5.68 -3.21 0.46  0.001
C18 2.85 -2.03 0.69  -0.010
C19 3.39 -0.76 0.95  0.022
C20 2.56 0.31 1.16  -0.010
C21 1.17 0.13 1.08  0.028
N3 0.63 -1.03 0.77  -0.045
C22 1.44 -2.10 0.60  -0.023
C23 0.75 -3.33 0.34  -0.009
O3 -0.52 -3.32 0.20  0.007
H13 3.49 -5.33 0.19  -0.001
H14 4.46 -0.63 1.00  0.002
H15 2.95 1.29 1.39  0.000
H16 0.50 0.95 1.28  0.002
S1 -1.61 0.30 5.45  0.000
C24 -0.47 -0.53 4.81  0.000
S2 0.69 -1.34 4.18  -0.001
S3 -2.37 -1.33 2.18  -0.090

Entry 2:
Here is a structure of composition C24H16IrN4O2S2 from OMol25. Energies are from the ωB97M-V functional and the def2-TZVPD basis.

Net charge = -1
Lowest unoccupied orbital energy (spin up / spin down) = 0.0887 / 0.0580 Eh
Frontier orbital gap (spin up / spin down) = 6.5 / 6.5 eV
Highest occupied orbital energy (spin up / spin down) = -4.11 / -4.90 eV
Multiplicity = 5
Maximum force = 0.91 eV/Å

Last column: Mulliken spin population.
Atoms and positions in Å:
Ir1 -0.13 -0.13 -0.18  2.620
O1 -0.70 -0.34 2.02  0.110
C1 -1.62 0.46 2.45  0.053
C2 -2.71 -0.05 3.22  0.017
C3 -3.67 0.78 3.73  0.004
C4 -3.62 2.18 3.54  0.007
C5 -2.58 2.70 2.82  0.001
C6 -1.59 1.87 2.25  -0.025
C7 -0.46 2.46 1.59  -0.020
N1 0.35 1.80 0.86  0.103
C8 1.62 2.34 0.43  -0.007
C9 2.62 1.21 0.57  -0.003
N2 2.10 0.06 -0.16  0.075
C10 2.77 -1.04 -0.14  0.055
C11 2.46 -2.20 -0.92  -0.028
C12 3.29 -3.34 -0.79  0.008
C13 3.09 -4.46 -1.55  0.000
C14 2.03 -4.47 -2.48  0.013
C15 1.20 -3.38 -2.63  0.011
C16 1.38 -2.21 -1.85  0.050
O2 0.58 -1.21 -2.01  0.096
H1 -2.75 -1.12 3.36  0.001
H2 -4.50 0.35 4.29  0.000
H3 -4.39 2.82 3.95  0.000
H4 -2.51 3.77 2.66  0.000
H5 -0.26 3.53 1.78  0.004
H6 1.92 3.20 1.02  0.003
H7 1.56 2.64 -0.62  0.005
H8 2.78 0.98 1.63  0.000
H9 3.58 1.52 0.14  0.001
H10 3.67 -1.10 0.48  0.002
H11 4.10 -3.31 -0.07  0.001
H12 3.73 -5.33 -1.43  0.000
H13 1.85 -5.35 -3.08  0.001
H14 0.38 -3.39 -3.33  -0.002
S1 -1.98 0.64 -1.49  0.436
C17 -2.43 -0.86 -2.25  -0.002
C18 -3.04 -0.84 -3.51  0.025
C19 -3.42 -2.00 -4.15  -0.005
C20 -4.05 -1.93 -5.45  -0.001
N3 -4.55 -1.86 -6.48  -0.001
C21 -3.19 -3.24 -3.53  0.022
C22 -2.59 -3.27 -2.28  -0.018
C23 -2.21 -2.10 -1.61  0.001
S2 -1.52 -2.19 -0.02  0.395
C24 -3.56 -4.48 -4.18  -0.004
N4 -3.85 -5.46 -4.69  0.007
H15 -3.21 0.11 -3.99  -0.007
H16 -2.40 -4.23 -1.80  -0.004

Entry 3:
Here is a structure of composition C24H17BCl3F4NO2PdS from OMol25. Energies are from the ωB97M-V functional and the def2-TZVPD basis.

Net charge = -2
Lowest unoccupied orbital energy (spin up / spin down) = 0.1539 / 0.1539 Eh
Frontier orbital gap (spin up / spin down) = 5.0 / 5.2 eV
Highest occupied orbital energy (spin up / spin down) = -0.85 / -1.05 eV
ΔE to the lowest compared entry with this formula, charge and spin = 140.39 kJ/mol
Multiplicity = 3
Maximum force = 0.47 eV/Å

Last column: Mulliken spin population.
Atoms and positions in Å:
Pd1 0.10 1.18 0.42  0.861
Cl1 -4.92 -3.39 3.06  0.000
C1 -3.88 -2.41 2.04  0.003
C2 -3.29 -1.27 2.55  -0.002
C3 -2.48 -0.51 1.73  -0.008
Cl2 -1.77 0.95 2.38  0.023
C4 -2.19 -0.83 0.37  0.006
O1 -1.43 -0.16 -0.39  0.040
C5 -2.82 -2.03 -0.06  0.008
Cl3 -2.54 -2.53 -1.70  0.001
C6 -3.64 -2.80 0.73  0.000
H1 -3.47 -0.96 3.57  0.000
H2 -4.09 -3.70 0.34  0.000
O2 1.80 -1.90 1.01  0.002
S1 1.37 -1.88 -0.42  -0.003
C7 2.10 -3.32 -1.21  0.013
C8 3.21 -3.92 -0.63  -0.005
C9 3.75 -5.05 -1.22  0.000
C10 3.19 -5.58 -2.37  0.000
C11 2.07 -4.98 -2.94  0.000
C12 1.52 -3.85 -2.35  -0.002
C13 2.26 -0.68 -1.29  0.105
C14 3.24 -0.84 -2.29  0.030
C15 3.86 0.15 -3.00  -0.028
C16 3.68 1.63 -2.70  0.038
C17 3.88 1.80 -1.22  -0.006
C18 2.91 1.32 -0.44  -0.004
H3 3.61 -3.49 0.28  -0.001
H4 4.62 -5.53 -0.77  0.000
H5 3.62 -6.47 -2.83  0.000
H6 1.63 -5.40 -3.83  0.000
H7 0.64 -3.37 -2.77  -0.001
H8 3.54 -1.86 -2.54  -0.003
H9 4.58 -0.13 -3.76  0.002
H10 4.40 2.22 -3.27  0.001
H11 4.80 2.20 -0.80  0.001
H12 2.95 1.23 0.63  -0.002
F1 -0.40 4.32 2.76  0.000
B1 0.42 4.12 1.65  -0.001
F2 1.04 2.83 1.78  0.014
F3 -0.34 4.11 0.47  0.002
F4 1.41 5.10 1.59  0.000
N1 1.76 0.69 -1.06  0.072
C19 1.31 1.24 -2.30  0.405
C20 2.25 2.17 -2.99  -0.068
C21 1.91 2.36 -4.44  0.353
C22 0.78 1.85 -4.99  -0.168
C23 -0.12 1.06 -4.23  0.452
C24 0.19 0.74 -2.90  -0.210
H13 2.22 3.16 -2.49  0.074
H14 2.59 2.95 -5.03  0.007
H15 0.57 2.04 -6.04  -0.008
H16 -1.02 0.68 -4.68  0.034
H17 -0.44 0.05 -2.34  -0.028

Entry 4:
Here is a structure of composition C24H17Br2FeN6O from OMol25. Energies are from the ωB97M-V functional and the def2-TZVPD basis.

Net charge = +2
Lowest unoccupied orbital energy (spin up / spin down) = -0.2340 / -0.3021 Eh
Frontier orbital gap (spin up / spin down) = 7.5 / 5.6 eV
Highest occupied orbital energy (spin up / spin down) = -13.89 / -13.85 eV
Multiplicity = 2
Maximum force = 0.38 eV/Å

Last column: Mulliken spin population.
Atoms and positions in Å:
Fe1 -0.32 0.58 -0.28  0.036
N1 1.30 0.70 -4.22  -0.005
C1 1.08 0.96 -2.94  -0.015
N2 0.14 0.41 -2.22  -0.004
C2 -0.71 -0.55 -2.82  -0.007
N3 -1.64 -1.12 -2.14  0.004
N4 -1.65 -0.65 -0.85  0.013
C3 -2.51 -1.06 -0.01  -0.010
C4 -2.39 -0.46 1.32  -0.001
C5 -3.23 -0.76 2.38  -0.005
C6 -3.03 -0.13 3.60  0.008
C7 -2.00 0.79 3.72  -0.005
C8 -1.20 1.04 2.61  0.014
N5 -1.38 0.44 1.44  -0.009
C9 -0.50 -0.88 -4.22  0.005
C10 -1.30 -1.81 -4.89  -0.002
C11 -1.06 -2.08 -6.22  -0.001
C12 -0.03 -1.43 -6.90  0.001
C13 0.76 -0.50 -6.26  -0.001
C14 0.52 -0.23 -4.92  0.004
H1 2.04 1.18 -4.70  0.000
H2 1.73 1.69 -2.47  0.000
H3 -3.27 -1.79 -0.26  0.001
H4 -4.02 -1.49 2.24  0.000
H5 -3.67 -0.35 4.44  0.000
H6 -1.81 1.31 4.65  0.000
H7 -0.38 1.75 2.67  0.002
H8 -2.09 -2.31 -4.35  0.000
H9 -1.67 -2.80 -6.75  0.000
H10 0.15 -1.65 -7.95  0.000
H11 1.56 0.01 -6.79  0.000
C15 0.05 3.88 -0.13  0.009
C16 1.21 3.12 0.42  -0.010
C17 2.32 3.77 0.99  -0.002
C18 3.36 3.04 1.52  0.036
C19 3.29 1.63 1.49  -0.011
C20 4.29 0.73 2.01  0.234
Br1 5.82 1.41 2.80  0.071
C21 4.13 -0.64 1.94  -0.086
C22 3.00 -1.21 1.37  0.136
Br2 2.78 -3.04 1.28  0.055
C23 1.97 -0.37 0.82  0.148
O1 0.92 -0.81 0.29  0.262
C24 2.16 1.07 0.91  0.121
N6 1.14 1.79 0.39  0.000
H12 0.32 4.90 -0.40  0.001
H13 -0.75 3.94 0.61  -0.002
H14 -0.36 3.38 -1.02  0.000
H15 2.35 4.85 1.00  0.001
H16 4.21 3.53 1.95  0.007
H17 4.89 -1.29 2.34  0.003

Question: What is the multiplicity in the third record?
Answer: 3